# 1
Computed, not measured: a cluster of 2 separate species, C6H10N2O2S in total, with wB97M-V/def2-TZVPD.

```
! RIJCOSX wB97M-V def2-TZVPD def2/J DEFGRID3
* xyz 0 1
C -1.14548 2.73875 -0.47046
C -0.14320 2.24112 0.42419
C -2.00463 1.72440 -0.74020
C -0.44684 0.96021 0.67848
C 1.78382 -0.46650 -0.81013
C 2.04287 -2.12730 0.88364
N -1.60548 0.64395 0.05230
N 1.35557 -1.50866 -0.22695
O -3.53246 -1.10321 -0.19128
O -1.18307 -1.74828 -0.74354
S -2.15497 -0.94904 0.30750
H -1.17577 3.75867 -0.72017
H 0.83820 2.45390 0.67265
H -2.94348 1.83954 -1.21202
H 0.02343 0.13992 1.24881
H -0.25937 -1.65763 -0.63965
H 1.32364 -0.21808 -1.64411
H 2.72795 0.08061 -0.46039
H 2.86232 -1.56327 1.38693
H 1.15653 -2.19559 1.48922
H 2.48042 -3.04353 0.71516
*
```

## Properties
lowest unoccupied orbital energy: 0.604 eV
energy relative to the best compared isomer or geometry (same formula, charge and spin): 104.8 kcal per mole

Results of the Löwdin charge analysis, in e, for atoms 1 through 2: number 1, C, carries -0.074; number 2, C, carries -0.090

=====

# 2
Computed, not measured: a cluster of 2 separate species, C3H9O2PS in total, with wB97M-V/def2-TZVPD.

```
! RIJCOSX wB97M-V def2-TZVPD def2/J DEFGRID3
* xyz 0 1
C 2.35193 0.78832 -1.07662
C 1.05147 -2.02880 0.19770
C -1.05137 1.85667 0.54182
O 0.31127 -0.79239 0.14798
O 0.24036 1.66390 -0.02168
P 0.64095 0.36544 -0.88830
S -3.99618 0.37435 0.23882
H 2.49743 1.66616 -1.53828
H 2.95991 0.03462 -1.39515
H 2.16364 -1.80767 -0.06635
H 0.47216 -2.76246 -0.36567
H 1.02515 -2.40446 1.23563
H -1.66740 1.04202 0.32737
H -1.54928 2.89426 0.30032
H -0.86608 1.81772 1.69343
H -4.79261 -0.12154 -0.68540
*
```

## Properties
lowest unoccupied orbital energy (spin up / spin down): -0.472 / -2.544 eV
energy relative to the best compared isomer or geometry (same formula, charge and spin): 122.8 kcal per mole

Results of the Löwdin charge analysis, in e, for atoms 1 through 2: number 1, C, carries -0.116; number 2, C, carries -0.114

=====

# 3
Computed, not measured: a structure of composition C4H6CuFO4, with wB97M-V/def2-TZVPD.

```
! RIJCOSX wB97M-V def2-TZVPD def2/J DEFGRID3
* xyz 0 3
C -1.55480 1.26580 -0.62763
O -1.61781 0.29470 0.39506
Cu -2.56149 -0.56203 1.84986
H -0.51495 1.41059 -0.95098
H -2.16347 0.95562 -1.48769
H -1.95289 2.19857 -0.21098
C -0.39596 -0.51467 0.78397
O 0.00257 -1.25270 -0.36872
C 1.26108 -0.88340 -0.78245
C 1.82717 -0.12611 0.40899
O 0.66340 0.34617 1.05729
O -0.83040 -1.24263 1.75761
F 1.16021 -0.04635 -1.89006
H 1.83235 -1.76030 -1.10592
H 2.39425 -0.80374 1.06433
H 2.45074 0.72049 0.10731
*
```

## Properties
lowest unoccupied orbital energy (spin up / spin down): 0.867 / -1.875 eV
energy relative to the best compared isomer or geometry (same formula, charge and spin): 0.0 kcal per mole

Results of the Löwdin charge analysis, in e, for atoms 1 through 2: number 1, C, carries -0.052; number 2, O, carries -0.290

=====

# 4
Computed, not measured: a structure of composition C18H19N3O8SV, with wB97M-V/def2-TZVPD.

```
! RIJCOSX wB97M-V def2-TZVPD def2/J DEFGRID3
* xyz 1 3
V -0.34568 -0.09412 0.25291
O 0.19497 3.73340 -1.14844
C 0.07895 2.62262 -0.48488
O -0.24039 1.55108 -1.00453
C 0.19676 2.76620 1.00419
O 0.29010 1.46508 1.56456
C 1.53210 1.14580 2.23771
C 2.06358 -0.19606 1.75494
O 3.11252 -0.59332 2.19274
O 1.34079 -0.81754 0.85159
H 0.01544 3.59434 -2.09410
H 1.05268 3.38669 1.26122
H -0.71689 3.24784 1.36468
H 2.28909 1.88799 1.99523
H 1.35455 1.12008 3.31202
O -4.17912 0.64913 1.61332
C -3.07819 0.21355 1.40985
N -2.32213 0.26613 0.25547
C -2.92903 0.27769 -0.98713
O -3.94250 0.82366 -1.33290
C -2.14716 -0.59355 -1.95378
C -2.62198 -0.82940 -3.22881
C -1.91964 -1.71257 -4.03519
C -0.76812 -2.31101 -3.54329
C -0.33693 -1.99067 -2.26926
N -1.01582 -1.14724 -1.48716
C -2.33662 -0.61608 2.43008
C -2.89650 -0.94226 3.64746
C -2.19884 -1.79790 4.48539
C -0.97133 -2.29111 4.07136
C -0.46595 -1.89952 2.84392
N -1.13904 -1.07483 2.03381
H -3.53186 -0.33924 -3.54372
H -2.26773 -1.93903 -5.03398
H -0.20445 -3.01434 -4.13907
H 0.57111 -2.40941 -1.85397
H -3.86499 -0.53304 3.89831
H -2.61064 -2.08424 5.44365
H -0.40251 -2.97182 4.68800
H 0.49273 -2.25062 2.48899
C 4.04402 -0.31881 -1.02995
S 2.55745 0.58261 -1.45960
C 3.12669 1.20017 -3.04589
O 2.49143 1.76519 -0.53372
H 4.89780 0.35338 -1.09522
H 4.14655 -1.15824 -1.71705
H 3.92564 -0.68458 -0.01219
H 3.33877 0.34927 -3.69191
H 4.01574 1.81142 -2.90030
H 2.32458 1.79722 -3.47532
*
```

## Properties
lowest unoccupied orbital energy (spin up / spin down): -3.700 / -3.381 eV
energy relative to the best compared isomer or geometry (same formula, charge and spin): 10.5 kcal per mole

Results of the Löwdin charge analysis, in e, for atoms 1 through 2: number 1, V, carries 1.082; number 2, O, carries 0.219

=====

# 5
Computed, not measured: a structure of composition C4H7FeO3, with wB97M-V/def2-TZVPD.

```
! RIJCOSX wB97M-V def2-TZVPD def2/J DEFGRID3
* xyz 0 6
H 0.62256 1.38145 -2.21592
O 0.71178 -0.85902 0.28125
C -0.13592 -0.08024 -0.33221
O -1.20689 -0.58684 -0.69579
Fe -2.33516 1.07046 -0.95655
O -0.56902 1.67226 -0.38885
C 0.62283 1.34321 -1.11060
H 1.46505 1.74145 -0.51021
C 1.75084 -0.33216 1.14012
H 2.59114 -0.01688 0.51063
H 1.35438 0.55205 1.65563
C 2.15099 -1.41024 2.11386
H 1.34662 -1.61685 2.83107
H 2.41630 -2.33697 1.58890
H 3.03387 -1.06691 2.66946
*
```

## Properties
lowest unoccupied orbital energy (spin up / spin down): 0.741 / 0.047 eV

Results of the Löwdin charge analysis, in e, for atoms 1 through 2: number 1, H, carries 0.097; number 2, O, carries 0.013

=====

# 6
Computed, not measured: a structure of composition C18H30N6O2Ti, with wB97M-V/def2-TZVPD.

```
! RIJCOSX wB97M-V def2-TZVPD def2/J DEFGRID3
* xyz 1 2
Ti 0.03654 -0.66592 -0.53654
N -2.07294 -0.96259 0.24742
C -1.94040 -1.88260 1.39856
C -0.90817 -2.95011 1.07064
N 0.44817 -2.35175 0.97591
C 1.03160 -2.19220 2.34848
C 1.35655 -0.77428 2.79345
N 2.40849 -0.13856 1.99868
C 1.34418 -3.16611 0.11755
C 2.57509 -2.37287 -0.28646
N 2.20983 -1.09170 -0.95140
H -2.66095 -1.38083 -0.46909
H -2.52283 -0.09595 0.52786
H -1.61572 -1.29518 2.25872
H -2.88909 -2.35538 1.66058
H -0.92991 -3.74293 1.82406
H -1.15208 -3.40590 0.10791
H 0.31975 -2.60499 3.06716
H 1.92274 -2.82085 2.41375
H 0.45244 -0.17150 2.73514
H 1.62367 -0.83406 3.85323
H 2.14265 0.81532 1.78690
H 3.27924 -0.10533 2.51370
H 1.65098 -4.07870 0.64090
H 0.78044 -3.46564 -0.76649
H 3.15254 -2.11861 0.59879
H 3.20126 -2.98607 -0.93542
H 2.83441 -0.36350 -0.61938
H 2.32686 -1.16471 -1.95765
C -0.43757 -2.63145 -4.26925
C -0.45600 -1.42829 -3.38206
O -0.38346 -1.71206 -2.08741
C -0.55246 -0.15966 -3.84882
C -0.65093 1.03099 -3.03538
C -1.02698 2.31708 -3.70130
N -0.42750 0.97842 -1.75602
N -0.63318 2.17276 -1.05257
C -0.34766 2.01381 0.19618
O 0.08924 0.87679 0.70493
C -0.53912 3.14764 1.13146
C -0.88531 4.40961 0.64945
C -1.06945 5.46111 1.52987
C -0.91164 5.26513 2.89649
C -0.56584 4.01312 3.38076
C -0.37726 2.95822 2.50061
H -1.26027 -3.29544 -3.99908
H 0.48992 -3.18708 -4.11643
H -0.52223 -2.36767 -5.32019
H -0.63774 -0.01993 -4.91630
H -1.20781 2.16662 -4.76159
H -0.23232 3.05234 -3.56727
H -1.91468 2.73920 -3.23132
H -1.00684 4.55525 -0.41450
H -1.33561 6.43922 1.15199
H -1.05653 6.09037 3.58108
H -0.44160 3.85657 4.44413
H -0.10451 1.98084 2.87562
*
```

## Properties
lowest unoccupied orbital energy (spin up / spin down): -2.655 / -2.626 eV
energy relative to the best compared isomer or geometry (same formula, charge and spin): 0.0 kcal per mole

Results of the Löwdin charge analysis, in e, for atoms 1 through 2: number 1, Ti, carries 1.088; number 2, N, carries -0.010

=====

| no. | maximum force (eV Å⁻¹) |
| --- | --- |
| 1 | 5.97 |
| 2 | 4.16 |
| 3 | 1.66 |
| 4 | 0.89 |
| 5 | 6.62 |
| 6 | 0.46 |